The following is a DFT calculation (ωB97M-V/def2-TZVPD) of a 2-piece molecular cluster, C3H2O4P overall at a distorted geometry.

XYZ file:
```
10
Properties=species:S:1:pos:R:3:forces:R:3
C -0.9855 1.0424 -0.3520 -2.057 -2.568 -1.235
C -1.2154 -1.5355 -0.4603 1.305 -1.020 -0.194
C 2.6755 0.5846 1.1181 -0.043 -0.434 -0.059
O 2.6242 0.0820 2.1217 -0.314 -1.799 4.354
O -0.7196 2.2024 -0.3214 0.622 2.210 0.304
O -1.1265 -2.7503 -0.6356 -0.152 -0.104 0.355
O 2.8383 1.0483 0.1103 0.611 2.314 -4.227
P -0.0890 -0.3927 0.2450 0.524 0.292 0.608
H -1.9946 0.7001 -0.9382 1.331 0.769 0.875
H -2.0073 -0.9813 -0.8875 -1.826 0.339 -0.781
```
Positions in Å, forces in eV/Å.

Computed properties:
net charge	-1
calculated total energy	-757.878799	Ha
gap between HOMO and LUMO	6.983	eV
energy relative to the best compared isomer or geometry (same formula, charge and spin)	1.52	kcal per mole
M	133.02	g mol⁻¹
2S+1	1

Here are the natural (NBO) charges for atoms 1 to 5, given in e:
1 C 0.11
2 C 0.06
3 C 1.03
4 O -0.53
5 O -0.64



The following is a DFT calculation (ωB97M-V/def2-TZVPD) of a 2-piece molecular cluster, C3H2OS overall at a distorted geometry.

XYZ file:
```
7
Properties=species:S:1:pos:R:3:forces:R:3
C 1.4711 0.2214 -0.1018 -1.975 -0.345 -0.542
C 0.4357 0.1479 -0.9617 0.999 -0.092 1.661
C 0.1883 -0.1148 0.4060 -0.093 0.267 -0.236
O -2.8956 -0.5366 0.7979 -0.436 -0.035 -0.314
S -1.8134 -0.3645 1.7876 1.344 0.125 -0.355
H 2.5085 0.4046 0.0401 0.478 0.081 0.203
H 0.1054 0.2420 -1.9681 -0.316 -0.001 -0.418
```
Positions in Å, forces in eV/Å.

Computed properties:
net charge	0
calculated total energy	-588.720163	Ha
SMILES string	C1=CC=1.O=S
gap between HOMO and LUMO (alpha / beta)	7.199 / 7.205	eV
energy relative to the best compared isomer or geometry (same formula, charge and spin)	102.06	kcal per mole
M	86.11	g mol⁻¹
2S+1	1

Here are the natural (NBO) charges for atoms 1 to 5, given in e:
1 C -0.15
2 C -0.14
3 C -0.04
4 O -0.85
5 S 0.69